No. 1
This record from the Open Molecules 2025 dataset describes a structure of composition C37H46F36N10O25S12. The level of theory is ωB97M-V/def2-TZVPD.

Last column: Löwdin charge in e.
Cartesian coordinates (Å):
C: -8.449 5.345 10.603  -0.02
C: -7.843 4.160 9.793  -0.25
C: -8.451 2.864 10.238  -0.22
O: -8.180 1.793 9.350  -0.18
C: -8.595 0.537 9.819  -0.08
N: -8.216 4.431 8.292  0.24
H: -7.430 4.711 7.698  0.09
H: -8.539 3.572 7.838  0.15
H: -8.994 5.083 8.287  0.15
H: -8.210 5.340 11.667  0.10
H: -9.511 5.107 10.723  0.08
H: -8.275 6.330 10.179  0.08
H: -6.756 4.100 9.838  0.12
H: -9.547 2.962 10.261  0.14
H: -8.265 2.640 11.289  0.10
H: -9.534 0.521 10.375  0.10
H: -7.829 -0.049 10.335  0.08
H: -8.806 -0.135 8.982  0.08
C: -0.891 -0.168 2.965  -0.09
C: -1.229 1.104 3.748  -0.19
C: -0.105 1.477 4.766  -0.09
N: -0.556 2.422 5.886  -0.26
C: -0.851 3.814 5.346  -0.10
C: 0.392 4.388 4.717  -0.16
C: 1.563 4.622 5.711  -0.17
C: 1.833 3.325 6.455  -0.15
C: 0.587 2.512 6.893  -0.09
C: -1.773 1.879 6.562  0.00
H: -0.781 -0.959 3.710  0.07
H: 0.040 -0.120 2.399  0.07
H: -1.675 -0.420 2.254  0.08
H: -2.187 0.947 4.236  0.09
H: -1.176 1.920 3.026  0.11
H: 0.795 1.966 4.407  0.11
H: 0.171 0.591 5.342  0.13
H: -1.747 3.783 4.725  0.13
H: -1.203 4.417 6.185  0.12
H: 0.731 3.894 3.808  0.11
H: 0.014 5.375 4.435  0.13
H: 2.426 4.969 5.140  0.11
H: 1.388 5.463 6.383  0.12
H: 2.456 2.664 5.850  0.11
H: 2.305 3.497 7.423  0.12
H: 0.784 1.468 7.127  0.13
H: 0.156 3.009 7.762  0.14
H: -1.567 0.964 7.111  0.12
H: -2.598 1.858 5.854  0.07
H: -2.071 2.685 7.235  0.09
C: -5.113 1.244 8.060  0.00
N: -5.211 0.169 8.997  -0.07
C: -5.713 -1.017 8.648  -0.01
C: -5.624 -2.080 9.535  0.05
C: -5.166 -1.881 10.845  -0.09
C: -4.794 -0.584 11.190  0.04
C: -4.810 0.436 10.286  0.04
C: -5.185 -3.008 11.846  -0.10
C: -5.560 -2.790 13.173  0.06
C: -5.362 -3.776 14.126  0.03
N: -4.814 -4.952 13.777  -0.01
C: -4.492 -5.204 12.514  -0.01
C: -4.657 -4.278 11.504  0.04
C: -4.493 -5.999 14.790  0.06
H: -4.194 1.806 8.218  0.09
H: -5.983 1.884 8.197  0.09
H: -5.011 0.807 7.070  0.07
H: -6.021 -1.054 7.606  0.10
H: -6.004 -3.061 9.288  0.13
H: -4.665 -0.385 12.238  0.08
H: -4.794 1.491 10.529  0.12
H: -5.867 -1.775 13.383  0.11
H: -5.453 -3.556 15.183  0.11
H: -4.067 -6.146 12.199  0.15
H: -4.255 -4.467 10.519  0.12
H: -5.412 -6.583 14.883  0.12
H: -4.259 -5.461 15.703  0.07
H: -3.711 -6.646 14.411  0.09
C: -8.049 0.751 13.653  -0.65
F: -9.103 1.357 13.103  0.13
F: -8.363 0.478 14.901  0.16
F: -7.753 -0.416 13.040  0.11
S: -6.570 1.912 13.600  0.65
O: -6.523 2.362 12.226  -0.32
O: -6.877 2.911 14.578  -0.27
N: -5.338 0.881 13.983  -0.29
S: -4.059 1.712 14.001  0.56
O: -3.498 2.021 12.673  -0.33
O: -4.077 2.807 14.955  -0.30
C: -2.753 0.511 14.712  -0.65
F: -2.971 -0.728 14.198  0.09
F: -1.568 0.993 14.429  0.16
F: -2.888 0.341 16.020  0.15
C: -3.332 -5.519 17.856  -0.64
F: -2.925 -6.037 16.718  0.09
F: -4.656 -5.406 17.897  0.14
F: -2.964 -6.330 18.843  0.14
S: -2.431 -3.809 18.142  0.66
O: -3.312 -2.767 17.660  -0.31
O: -2.072 -3.706 19.524  -0.30
N: -1.000 -4.056 17.228  -0.30
S: -1.091 -3.062 16.038  0.55
O: -2.371 -3.201 15.343  -0.36
O: -0.603 -1.731 16.310  -0.29
C: 0.089 -3.814 14.735  -0.62
F: 1.291 -4.166 15.219  0.12
F: -0.580 -4.772 14.034  0.08
F: 0.254 -2.909 13.768  0.10
C: -3.706 -9.576 14.898  -0.66
F: -3.503 -8.908 16.010  0.15
F: -3.516 -8.765 13.829  0.09
F: -2.833 -10.590 14.867  0.13
S: -5.510 -10.175 14.776  0.61
O: -6.300 -8.984 14.620  -0.30
O: -5.484 -11.035 13.611  -0.32
N: -5.550 -11.040 16.198  -0.30
S: -7.083 -11.137 16.588  0.57
O: -7.432 -10.187 17.646  -0.32
O: -8.024 -11.210 15.492  -0.32
C: -7.126 -12.847 17.523  -0.66
F: -6.868 -13.794 16.607  0.10
F: -6.147 -12.923 18.434  0.12
F: -8.320 -13.058 18.028  0.15
C: -4.630 6.707 8.846  -0.66
F: -3.606 7.237 9.542  0.13
F: -5.629 6.635 9.731  0.13
F: -4.954 7.461 7.832  0.17
S: -4.114 4.930 8.328  0.66
O: -2.846 5.095 7.686  -0.30
O: -4.031 4.169 9.564  -0.27
N: -5.465 4.521 7.377  -0.31
S: -4.969 4.705 5.917  0.54
O: -4.563 6.020 5.530  -0.29
O: -4.027 3.724 5.439  -0.31
C: -6.584 4.243 4.933  -0.65
F: -7.390 5.302 5.019  0.13
F: -6.288 3.952 3.690  0.18
F: -7.093 3.148 5.499  0.12
C: -8.438 -3.368 18.526  -0.64
F: -7.815 -3.724 19.655  0.13
F: -9.742 -3.635 18.683  0.11
F: -8.305 -2.076 18.308  0.15
S: -7.828 -4.446 17.017  0.67
O: -6.673 -3.817 16.408  -0.35
O: -7.529 -5.692 17.673  -0.28
N: -9.185 -4.514 16.035  -0.29
S: -8.998 -3.529 14.798  0.60
O: -8.565 -2.170 15.146  -0.34
O: -8.264 -4.117 13.693  -0.31
C: -10.834 -3.293 14.287  -0.66
F: -11.595 -2.848 15.267  0.16
F: -10.792 -2.566 13.190  0.13
F: -11.276 -4.507 13.870  0.10
C: -4.247 -2.091 5.244  -0.66
F: -3.386 -2.447 4.300  0.14
F: -5.034 -3.105 5.616  0.13
F: -3.499 -1.681 6.266  0.12
S: -5.412 -0.730 4.556  0.67
O: -4.646 0.451 4.896  -0.33
O: -5.446 -1.085 3.150  -0.29
N: -6.850 -0.930 5.524  -0.27
S: -7.854 -0.501 4.399  0.52
O: -7.632 0.673 3.553  -0.30
O: -8.298 -1.652 3.658  -0.29
C: -9.243 -0.117 5.574  -0.68
F: -9.630 -1.205 6.204  0.15
F: -8.932 0.898 6.379  0.12
F: -10.307 0.217 4.793  0.10

Values from the calculation:
HOMO energy = -5.056 eV
net charge = -2
maximum force = 0.1072 hartree/bohr
gap between HOMO and LUMO = 6.39 eV


No. 2
This record from the Open Molecules 2025 dataset describes a structure of composition C37H46O8P2W. The level of theory is ωB97M-V/def2-TZVPD.

Last column: Löwdin charge in e.
Cartesian coordinates (Å):
W: -1.368 -0.314 1.165  1.98
C: -2.604 -1.708 -1.398  -0.09
C: -3.591 -0.581 -1.259  -0.09
O: -3.092 0.257 -0.187  -0.29
C: -4.025 1.334 0.157  -0.08
C: -3.197 2.581 0.232  -0.12
O: -2.102 2.308 1.105  -0.22
C: -2.110 3.058 2.337  -0.12
C: -2.863 2.323 3.419  -0.11
O: -2.255 1.049 3.666  -0.18
C: -1.055 1.121 4.418  -0.13
C: 0.192 0.960 3.503  -0.11
O: -0.246 0.647 2.176  -0.33
C: 0.223 -1.880 1.130  -0.19
C: -1.813 -1.620 2.791  -0.11
O: -3.020 -1.127 2.218  -0.25
C: -3.900 -2.147 1.613  -0.03
C: -3.080 -2.971 0.641  -0.08
O: -2.174 -2.073 -0.063  -0.27
H: -1.708 -1.410 -1.929  0.10
H: -3.037 -2.579 -1.887  0.16
H: -4.594 -0.925 -1.003  0.15
H: -3.633 0.002 -2.179  0.15
H: -4.498 1.081 1.107  0.14
H: -4.783 1.398 -0.623  0.16
H: -3.802 3.419 0.581  0.16
H: -2.788 2.828 -0.750  0.14
H: -2.532 4.049 2.164  0.15
H: -1.064 3.199 2.614  0.13
H: -3.894 2.119 3.132  0.14
H: -2.891 2.917 4.334  0.16
H: -1.082 0.335 5.173  0.14
H: -0.986 2.070 4.950  0.15
H: 0.844 0.151 3.835  0.14
H: 0.782 1.871 3.432  0.13
H: 0.849 -1.682 2.001  0.09
H: -0.221 -2.865 1.225  0.09
H: -1.679 -1.241 3.797  0.11
H: -1.673 -2.685 2.692  0.11
H: -4.689 -1.572 1.138  0.14
H: -4.317 -2.745 2.421  0.17
H: -3.708 -3.507 -0.069  0.16
H: -2.454 -3.705 1.139  0.14
O: 0.998 -1.937 -0.054  -0.29
P: 2.437 -1.291 -0.280  0.96
C: 2.130 -0.061 -1.579  -0.23
P: 0.460 0.656 -1.697  0.93
O: -0.366 0.238 -0.407  -0.45
C: 0.600 2.412 -1.701  -0.31
C: 0.940 3.037 -2.908  -0.05
C: 1.198 4.400 -2.912  -0.02
C: 1.123 5.124 -1.730  -0.01
C: 0.797 4.499 -0.532  -0.03
C: 0.540 3.137 -0.506  -0.08
C: -0.303 0.065 -3.182  -0.33
C: -1.332 0.841 -3.737  -0.08
C: -1.970 0.402 -4.886  -0.03
C: -1.595 -0.802 -5.474  0.00
C: -0.583 -1.576 -4.921  -0.02
C: 0.071 -1.147 -3.775  -0.07
C: 3.068 -0.496 1.170  -0.30
C: 3.019 0.892 1.347  -0.07
C: 3.575 1.453 2.485  -0.05
C: 4.167 0.639 3.446  -0.01
C: 4.205 -0.740 3.279  -0.02
C: 3.667 -1.314 2.139  -0.05
C: 3.501 -2.559 -0.843  -0.32
C: 4.878 -2.303 -0.897  -0.05
C: 5.721 -3.278 -1.403  -0.02
C: 5.199 -4.487 -1.846  0.00
C: 3.832 -4.738 -1.791  -0.03
C: 2.970 -3.775 -1.297  -0.06
H: 2.366 -0.532 -2.535  0.09
H: 2.841 0.763 -1.480  0.10
H: 1.000 2.478 -3.834  0.12
H: 1.455 4.896 -3.838  0.13
H: 1.325 6.188 -1.743  0.13
H: 0.748 5.077 0.381  0.12
H: 0.282 2.643 0.421  0.08
H: -1.597 1.798 -3.304  0.12
H: -2.739 1.012 -5.341  0.13
H: -2.085 -1.132 -6.382  0.14
H: -0.287 -2.501 -5.396  0.13
H: 0.864 -1.759 -3.365  0.11
H: 2.588 1.549 0.600  0.09
H: 3.581 2.529 2.607  0.13
H: 4.625 1.085 4.321  0.13
H: 4.683 -1.365 4.021  0.13
H: 3.741 -2.385 1.987  0.13
H: 5.290 -1.368 -0.535  0.12
H: 6.787 -3.098 -1.443  0.13
H: 5.866 -5.246 -2.233  0.13
H: 3.443 -5.689 -2.128  0.13
H: 1.908 -3.972 -1.243  0.11

Values from the calculation:
HOMO energy = -18.805 eV
ΔE to the lowest compared entry with this formula, charge and spin = 0.0 kcal per mole
net charge = +4
maximum force = 0.0149 hartree/bohr
gap between HOMO and LUMO = 6.14 eV


No. 3
This record from the Open Molecules 2025 dataset describes a structure of composition C37H48AsAuN3O. The level of theory is ωB97M-V/def2-TZVPD.

Last column: Löwdin spin population.
Cartesian coordinates (Å):
Au: 0.011 -0.644 1.063  0.37
C: 4.620 -2.880 -1.422  0.00
C: 4.102 -2.878 -2.833  0.00
C: 4.530 -3.815 -3.767  0.00
C: 4.037 -3.817 -5.065  0.00
C: 3.102 -2.873 -5.459  0.00
C: 2.666 -1.925 -4.546  0.00
C: 3.164 -1.930 -3.251  0.00
N: 2.679 -0.950 -2.321  0.00
C: 1.645 -1.194 -1.466  0.00
N: 1.001 -2.361 -1.658  0.00
C: -0.195 -2.865 -1.102  0.04
C: -0.812 -2.349 0.025  0.30
C: -1.997 -2.909 0.481  0.04
C: -2.557 -3.994 -0.170  0.01
C: -1.924 -4.521 -1.287  -0.01
C: -0.750 -3.972 -1.774  0.01
C: -0.089 -4.547 -2.999  0.00
N: 1.320 -0.326 -0.541  0.06
C: 2.087 0.881 -0.458  0.01
C: 3.149 0.948 0.438  0.02
C: 3.907 2.106 0.534  0.00
C: 3.598 3.191 -0.272  0.01
C: 2.533 3.117 -1.160  0.00
C: 1.754 1.969 -1.269  0.01
C: 0.591 1.889 -2.215  0.00
H: 5.265 -3.739 -1.251  0.00
H: 3.803 -2.919 -0.698  0.00
H: 5.199 -1.979 -1.208  0.00
H: 5.260 -4.558 -3.469  0.00
H: 4.388 -4.559 -5.770  0.00
H: 2.718 -2.869 -6.471  0.00
H: 1.944 -1.168 -4.828  0.00
H: 3.299 -0.202 -2.046  0.00
H: 1.372 -2.907 -2.421  0.00
H: -2.504 -2.487 1.336  0.01
H: -3.482 -4.429 0.187  0.00
H: -2.356 -5.370 -1.802  0.00
H: -0.659 -5.393 -3.376  0.00
H: 0.924 -4.911 -2.793  0.00
H: -0.018 -3.810 -3.804  0.00
H: 3.369 0.087 1.058  0.00
H: 4.733 2.157 1.231  0.00
H: 4.184 4.099 -0.210  0.00
H: 2.292 3.972 -1.780  0.00
H: 0.437 2.843 -2.718  0.00
H: -0.321 1.628 -1.675  0.00
H: 0.753 1.127 -2.980  0.00
C: -3.799 1.724 -1.419  0.01
C: -4.223 1.370 0.010  0.02
C: -3.842 -0.068 0.360  0.01
C: -3.699 2.358 1.022  0.15
C: -4.565 3.056 1.827  0.00
C: -4.102 4.006 2.743  0.23
C: -2.741 4.307 2.838  0.00
C: -1.811 3.658 2.065  0.15
C: -0.362 4.075 2.101  0.02
C: 0.592 2.970 2.558  0.02
C: 0.062 4.655 0.748  0.01
C: -2.261 2.598 1.163  0.08
O: -1.434 1.908 0.532  0.31
H: -4.305 1.066 -2.127  0.00
H: -2.725 1.602 -1.545  0.00
H: -4.063 2.753 -1.668  0.00
H: -5.313 1.446 0.059  0.00
H: -2.759 -0.190 0.345  0.00
H: -4.268 -0.760 -0.368  0.00
H: -4.219 -0.350 1.346  0.00
H: -5.630 2.877 1.741  0.00
H: -4.811 4.540 3.363  0.01
H: -2.417 5.084 3.521  0.00
H: -0.303 4.881 2.838  0.00
H: 0.628 2.152 1.837  0.01
H: 0.299 2.570 3.532  0.00
H: 1.601 3.376 2.660  0.00
H: 0.008 3.890 -0.026  0.00
H: 1.090 5.015 0.799  0.00
H: -0.578 5.489 0.459  0.00
C: -2.190 0.459 3.903  0.01
As: -0.760 -0.720 3.349  0.05
C: -1.378 -2.445 3.967  0.00
C: 0.645 -0.319 4.617  0.03
H: -2.425 0.253 4.946  0.00
H: -3.067 0.287 3.283  0.00
H: -1.880 1.496 3.788  0.00
H: -1.360 -2.447 5.056  0.00
H: -0.736 -3.234 3.582  0.00
H: -2.396 -2.615 3.625  0.00
H: 0.240 -0.349 5.628  0.00
H: 1.048 0.670 4.406  0.00
H: 1.439 -1.056 4.518  0.00

Values from the calculation:
HOMO energy (alpha / beta) = -9.895 / -10.757 eV
2S+1 = 3
net charge = +1
maximum force = 0.0063 hartree/bohr
gap between HOMO and LUMO (alpha / beta) = 8.26 / 6.71 eV


No. 4
This record from the Open Molecules 2025 dataset describes a cluster of 7 separate species, C37H48BF9N2O24PS in total. The level of theory is ωB97M-V/def2-TZVPD.

Last column: Löwdin charge in e.
Cartesian coordinates (Å):
C: 3.959 3.317 0.165  -0.05
C: 3.704 2.762 -1.237  -0.25
N: 2.722 1.673 -1.177  -0.08
C: 2.908 0.713 -2.281  -0.19
C: 2.362 -0.693 -2.050  -0.11
C: 2.885 -1.463 -0.818  -0.48
P: 4.545 -0.904 -0.280  0.84
N: 5.620 -0.830 -1.451  -0.31
O: 2.068 -0.991 0.243  -0.07
B: 1.748 -2.075 1.234  -0.64
C: 2.054 -1.763 2.783  -0.08
C: 0.808 -1.837 3.698  -0.18
C: -0.359 -1.053 3.140  -0.23
C: -1.448 -1.749 2.600  -0.05
C: -2.527 -1.076 2.035  -0.08
C: -2.497 0.318 2.001  -0.11
C: -1.433 1.023 2.552  -0.09
C: -0.360 0.342 3.121  -0.03
O: 2.527 -3.233 0.620  -0.03
C: 2.538 -3.026 -0.713  -0.47
C: 1.217 -3.345 -1.439  -0.11
C: 0.497 -4.588 -0.910  -0.24
O: -0.614 -4.232 -0.107  -0.06
S: 3.837 -4.272 -1.229  0.81
O: 3.802 -5.375 -0.307  -0.27
O: 5.159 -3.742 -1.409  -0.30
C: 3.377 -5.059 -2.859  -0.67
F: 2.396 -5.946 -2.743  0.14
F: 4.463 -5.731 -3.252  0.13
F: 3.093 -4.178 -3.818  0.13
C: 1.384 2.172 -1.160  -0.48
C: 0.953 3.241 -2.157  0.01
O: 0.582 1.758 -0.383  0.14
H: 3.011 3.536 0.657  0.08
H: 4.491 2.600 0.786  0.06
H: 4.566 4.224 0.128  0.06
H: 4.662 2.426 -1.619  0.12
H: 3.386 3.599 -1.857  0.06
H: 3.943 0.684 -2.604  0.09
H: 2.350 1.108 -3.150  0.12
H: 2.544 -1.297 -2.944  0.12
H: 1.284 -0.611 -1.933  0.12
H: 4.948 -1.800 0.727  0.04
H: 4.369 0.356 0.293  0.01
H: 6.394 -1.454 -1.268  -0.07
H: 0.584 -2.348 1.017  0.12
H: 2.454 -0.754 2.913  0.09
H: 2.775 -2.464 3.214  0.10
H: 1.025 -1.423 4.687  0.10
H: 0.496 -2.865 3.861  0.10
H: -1.457 -2.829 2.594  0.10
H: -3.348 -1.629 1.602  0.09
H: -3.324 0.829 1.528  0.07
H: -1.402 2.103 2.517  0.09
H: 0.502 0.845 3.536  0.11
H: 1.353 -3.387 -2.517  0.11
H: 0.545 -2.512 -1.244  0.13
H: 0.119 -5.130 -1.787  0.11
H: 1.199 -5.259 -0.412  0.11
H: -1.099 -5.039 0.083  0.07
H: -0.049 3.033 -2.505  0.08
H: 1.010 4.199 -1.644  0.09
H: 1.671 3.292 -2.975  0.05
C: -5.090 4.707 0.160  -0.06
C: -4.440 3.955 1.299  -0.31
O: -3.062 4.103 1.011  0.13
C: -2.912 5.272 0.328  -0.55
O: -1.885 5.831 0.153  0.18
O: -4.117 5.715 -0.124  0.06
F: -4.768 2.643 1.282  0.07
H: -5.223 4.070 -0.715  0.14
H: -6.044 5.152 0.430  0.14
H: -4.650 4.364 2.289  0.17
C: 2.858 4.819 -6.066  -0.05
C: 3.803 5.999 -6.080  -0.31
O: 4.155 6.121 -4.714  0.13
C: 4.057 4.872 -4.161  -0.52
O: 4.513 4.557 -3.115  0.17
O: 3.368 4.044 -4.978  0.08
F: 3.190 7.138 -6.486  0.07
H: 1.834 5.126 -5.847  0.15
H: 2.872 4.247 -6.990  0.14
H: 4.706 5.849 -6.674  0.17
C: -5.107 -5.014 -2.453  -0.05
C: -4.880 -5.313 -0.989  -0.31
O: -5.234 -4.086 -0.373  0.14
C: -6.154 -3.484 -1.172  -0.54
O: -6.849 -2.581 -0.844  0.17
O: -6.177 -4.063 -2.397  0.07
F: -3.584 -5.590 -0.732  0.09
H: -4.230 -4.553 -2.908  0.15
H: -5.395 -5.889 -3.030  0.14
H: -5.505 -6.112 -0.586  0.17
C: -0.800 -3.702 8.480  -0.06
C: -0.777 -4.318 7.101  -0.32
O: 0.194 -3.540 6.434  0.12
C: 1.073 -3.092 7.379  -0.54
O: 2.138 -2.635 7.157  0.20
O: 0.547 -3.254 8.627  0.06
F: -1.971 -4.184 6.472  0.07
H: -1.479 -2.849 8.526  0.14
H: -1.061 -4.411 9.262  0.14
H: -0.478 -5.368 7.078  0.17
C: -10.072 -3.057 0.234  -0.05
C: -10.784 -3.822 -0.853  -0.31
O: -12.091 -3.959 -0.325  0.13
C: -12.306 -2.892 0.501  -0.55
O: -13.368 -2.556 0.902  0.18
O: -11.137 -2.271 0.787  0.08
F: -10.250 -5.056 -1.042  0.07
H: -9.673 -3.721 1.002  0.15
H: -9.271 -2.426 -0.143  0.12
H: -10.834 -3.306 -1.813  0.17
C: 5.461 7.204 -1.110  -0.05
C: 6.425 8.362 -1.086  -0.32
O: 6.764 8.443 0.284  0.13
C: 6.635 7.182 0.809  -0.54
O: 7.080 6.846 1.851  0.19
O: 5.936 6.384 -0.036  0.07
F: 5.838 9.525 -1.471  0.07
H: 4.438 7.518 -0.893  0.15
H: 5.471 6.659 -2.050  0.12
H: 7.331 8.210 -1.675  0.17

Values from the calculation:
HOMO energy = -4.416 eV
ΔE to the lowest compared entry with this formula, charge and spin = 0.0 kcal per mole
net charge = -1
maximum force = 0.0494 hartree/bohr
gap between HOMO and LUMO = 6.06 eV